{
  "formula": "C27H24F6N3O3W",
  "method": "the ωB97M-V functional and the def2-TZVPD basis",
  "symbols": ["W", "C", "C", "C", "C", "C", "C", "C", "C", "N", "C", "O", "C", "C", "C", "C", "C", "N", "C", "O", "N", "C", "C", "C", "C", "C", "C", "C", "C", "H", "H", "H", "H", "H", "H", "H", "H", "H", "H", "H", "H", "H", "H", "H", "H", "H", "H", "H", "H", "H", "C", "C", "O", "C", "F", "F", "F", "C", "F", "F", "F", "H", "H", "H"],
  "xyz": [[-0.2710, -0.0700, -0.4251], [2.0195, -1.5263, -0.7954], [1.6472, -2.3132, 0.4279], [2.6321, -2.9203, 1.1851], [2.2599, -3.7498, 2.2389], [0.9216, -3.9375, 2.5622], [-0.1046, -3.3367, 1.8356], [-1.5392, -3.5258, 2.2313], [0.2949, -2.5487, 0.7553], [-0.6230, -1.9451, -0.1672], [-1.3690, -2.8594, -1.0323], [-1.6198, -3.9747, -0.7390], [-1.6207, -2.1789, -2.3267], [-2.1932, -2.7510, -3.4467], [-2.2353, -1.9947, -4.6166], [-1.7125, -0.7017, -4.6236], [-1.1859, -0.2106, -3.4456], [-1.1442, -0.9349, -2.3231], [-0.6530, 1.1578, -3.2183], [-0.5869, 2.0693, -3.9627], [-0.2941, 1.2352, -1.8047], [-0.4629, 2.4595, -1.0925], [0.3538, 3.5804, -1.2846], [1.5561, 3.5595, -2.1776], [-0.0353, 4.7332, -0.6125], [-1.1586, 4.7653, 0.2107], [-1.9236, 3.6281, 0.4335], [-1.5907, 2.4617, -0.2305], [-2.4409, 1.2270, -0.1148], [3.0647, -1.2112, -0.7646], [1.5875, -0.4555, -0.9585], [1.8232, -2.0378, -1.7393], [3.6786, -2.7665, 0.9541], [3.0248, -4.2455, 2.8222], [0.6623, -4.5630, 3.4076], [-1.6338, -3.5347, 3.3160], [-1.9107, -4.4823, 1.8625], [-2.1867, -2.7412, 1.8379], [-2.5757, -3.7629, -3.4006], [-2.6661, -2.4114, -5.5183], [-1.7186, -0.0832, -5.5125], [1.9466, 2.5517, -2.3228], [2.3493, 4.1776, -1.7603], [1.3025, 3.9652, -3.1583], [0.5538, 5.6332, -0.7385], [-1.4332, 5.6930, 0.6959], [-2.7766, 3.6620, 1.0989], [-3.2271, 1.3644, 0.6344], [-2.0144, 0.2832, 0.4342], [-2.9094, 0.8850, -1.0385], [1.2123, -0.1853, 3.4213], [1.1257, 0.8686, 2.3420], [0.4601, 0.3485, 1.1715], [0.2801, 2.0857, 2.8106], [0.4163, 3.1229, 1.9857], [0.6183, 2.4435, 4.0275], [-1.0184, 1.7218, 2.8051], [2.5244, 1.3105, 1.8228], [3.2773, 0.2250, 1.6088], [2.4124, 1.9442, 0.6409], [3.1137, 2.0969, 2.6926], [0.2183, -0.4129, 3.8049], [1.8184, 0.1992, 4.2416], [1.6798, -1.0863, 3.0321]],
  "mulliken_charge": [-2.1692, -1.1363, 1.7019, -0.9503, -0.9966, -0.6100, 0.3870, -1.9651, 0.2862, 1.2015, 0.0608, -0.4090, 0.4978, -0.8582, -0.4169, -0.8799, 0.5850, -0.0374, 0.0535, -0.4059, 1.2194, 0.4344, 0.1568, -2.0846, -0.5170, -1.0117, -1.1146, 1.6714, -0.9480, 0.5185, 0.4522, 0.4902, 0.5400, 0.4626, 0.5535, 0.5666, 0.4191, 0.2488, 0.5980, 0.5141, 0.5868, 0.2901, 0.5621, 0.4642, 0.5695, 0.4688, 0.5235, 0.6632, 0.4322, 0.3521, -1.2784, 0.5359, 1.0065, 0.4965, -0.1617, -0.2329, -0.2561, 0.2674, -0.2080, -0.1003, -0.2245, 0.4430, 0.4956, 0.1957],
  "charge": 3,
  "orbital_gap_ev": [5.6, 5.6],
  "total_energy_ha": -2098.534077,
  "lumo_ev": [-12.5, -12.5]
}